102
Properties=species:S:1:pos:R:3:forces:R:3 method="wB97M-V/def2-TZVPD" homo_ev=-7.9 e_tot_ev=-47839.2875 smiles=CC1(C)CCCC(C)(C)N1O.CC1(C)CCCC(C)(C)N1O.CC1(C)CCCC(C)(C)N1O.O.O.O.O homo_lumo_gap_ev=8.1 charge=0
C 3.116 -2.562 -0.452 1.30 0.12 -0.10
C 2.540 -1.657 -1.525 -0.83 -2.15 -0.60
C 2.793 -2.352 -2.922 0.60 1.42 0.17
C 1.023 -1.730 -1.272 0.87 2.55 -1.74
C 0.264 -0.731 -2.133 0.05 -0.07 0.50
C 0.800 0.682 -1.898 2.58 -0.26 -0.31
C 2.405 0.899 -1.978 -0.90 -0.65 -0.14
C 2.826 1.058 -3.438 1.15 0.34 0.90
C 2.833 2.142 -1.149 0.58 0.21 -0.99
N 3.067 -0.301 -1.309 -2.46 0.95 -0.14
O 4.451 -0.189 -1.221 0.29 -0.32 -0.64
H 2.988 -2.157 0.552 0.18 -1.03 -1.63
H 2.685 -3.563 -0.489 0.11 0.13 -0.04
H 4.193 -2.643 -0.606 0.15 -0.24 0.06
H 2.152 -2.005 -3.733 -0.30 0.13 0.22
H 3.790 -2.048 -3.238 0.35 -0.43 -0.17
H 2.720 -3.440 -2.904 0.11 0.11 0.36
H 0.668 -2.760 -1.308 0.31 1.00 -1.94
H 0.827 -1.391 -0.255 0.66 -0.51 -0.90
H 0.133 -1.001 -3.181 0.55 0.05 -0.22
H -0.758 -0.751 -1.755 1.02 0.10 -0.66
H 0.662 1.062 -0.885 -0.24 -0.73 -0.98
H 0.306 1.351 -2.603 0.23 0.07 0.22
H 2.447 0.235 -4.044 0.27 0.30 -0.22
H 3.911 1.147 -3.377 0.51 -0.90 -0.52
H 2.684 2.053 -3.859 -1.12 -0.07 0.00
H 2.704 2.070 -0.069 -0.48 0.03 -0.25
H 2.342 3.024 -1.562 0.05 -0.13 0.33
H 3.882 2.402 -1.292 0.30 -0.51 -0.13
H 4.753 -0.404 -2.107 0.69 0.00 -0.34
C -2.294 4.618 -1.345 0.38 0.75 -0.39
C -1.346 3.478 -1.839 0.48 1.08 0.26
C -0.975 3.951 -3.265 -0.39 -0.97 -0.20
C -0.009 3.400 -0.987 -0.42 -0.40 0.27
C -0.264 2.865 0.443 -2.46 1.74 -1.14
C -1.092 1.550 0.309 0.52 1.44 0.29
C -2.366 1.513 -0.604 0.42 2.42 2.35
C -2.626 0.097 -0.738 -0.74 -1.60 -3.28
C -3.679 2.047 0.158 0.28 0.42 -0.58
N -1.973 2.158 -1.859 0.72 -0.94 -0.06
O -2.984 2.109 -2.835 -0.82 0.23 0.10
H -3.284 4.659 -1.798 -0.38 -1.16 0.35
H -1.990 5.546 -1.830 0.87 0.29 0.45
H -2.322 4.793 -0.269 -0.17 -0.22 -0.07
H -1.886 4.081 -3.848 -0.07 0.54 0.16
H -0.450 3.215 -3.875 0.52 -0.22 0.32
H -0.391 4.868 -3.192 -0.11 -0.08 -0.14
H 0.742 2.717 -1.383 -1.37 0.54 -0.49
H 0.559 4.327 -1.069 -0.53 0.62 0.44
H -0.955 3.547 0.938 0.08 0.51 0.21
H 0.622 2.782 1.072 -0.82 0.61 -0.98
H -1.343 1.233 1.321 -0.27 1.46 -1.39
H -0.318 0.843 0.013 -2.04 -0.11 0.06
H -3.317 -0.081 -1.562 -1.17 0.10 0.32
H -1.832 -0.482 -1.210 -0.43 1.21 0.85
H -2.893 -0.527 0.114 -1.47 2.74 0.01
H -3.541 2.137 1.236 0.37 0.20 0.00
H -4.071 2.984 -0.237 0.35 0.15 0.10
H -4.527 1.369 0.064 0.19 -0.34 -0.30
H -2.705 1.421 -3.443 0.11 -0.04 -0.07
C -1.707 -2.356 -0.005 -0.60 -0.68 0.58
C -0.815 -2.622 1.205 2.27 0.53 -0.05
C 0.266 -3.624 0.635 0.21 -0.49 1.21
C -0.040 -1.272 1.624 -0.36 0.61 -0.88
C -0.740 -0.254 2.514 -2.67 -2.21 0.00
C -1.343 -1.029 3.653 0.08 -0.96 0.71
C -2.212 -2.360 3.313 0.30 3.08 0.69
C -2.387 -3.155 4.660 0.55 -0.80 -0.94
C -3.527 -1.915 2.655 -1.43 -0.31 0.72
N -1.493 -3.130 2.356 2.14 -1.38 1.06
O -2.100 -4.357 2.079 -0.23 0.06 -0.04
H -2.219 -1.396 0.071 1.79 -2.96 0.20
H -1.133 -2.460 -0.926 -0.35 0.25 0.16
H -2.502 -3.094 -0.105 -0.07 -0.37 0.08
H 0.804 -3.154 -0.189 -0.50 -1.28 2.55
H 1.010 -3.945 1.364 -0.13 0.22 0.33
H -0.114 -4.548 0.201 -0.73 -0.01 0.18
H 0.985 -1.280 1.995 -0.95 -1.53 0.07
H 0.119 -0.765 0.672 -0.87 0.03 0.73
H -0.113 0.584 2.817 -1.19 -1.01 0.75
H -1.541 0.161 1.903 -0.16 -0.94 1.14
H -1.895 -0.361 4.313 -0.43 -0.20 0.05
H -0.458 -1.316 4.221 -0.12 -0.62 0.45
H -2.699 -4.164 4.389 -0.55 0.06 0.07
H -2.997 -2.776 5.480 -0.37 0.48 -0.59
H -1.425 -3.370 5.126 0.39 0.45 -0.27
H -4.161 -2.788 2.500 -0.08 -0.29 0.03
H -3.511 -1.443 1.673 0.69 0.10 0.22
H -4.149 -1.272 3.278 0.17 0.16 0.26
H -2.735 -4.098 1.407 -0.64 -0.56 -0.35
O 3.032 0.078 1.256 2.91 0.53 0.57
H 3.275 0.095 0.331 0.00 -0.23 -1.81
H 3.822 0.359 1.717 0.58 -0.37 0.06
O 0.987 1.058 1.432 -0.65 -0.53 -1.33
H 1.212 1.045 2.363 -0.16 -1.66 0.23
H 1.607 0.452 1.027 -0.22 0.34 0.30
O 2.635 -2.013 2.264 0.48 -2.10 2.03
H 2.716 -1.509 3.073 0.04 0.01 0.37
H 2.715 -1.363 1.566 0.14 0.49 0.85
O 2.377 2.113 2.868 1.78 1.60 2.80
H 3.026 1.467 2.588 -0.25 0.54 0.14
H 1.725 2.118 2.167 0.96 1.46 -0.84

20
Properties=species:S:1:pos:R:3:forces:R:3 method="wB97M-V/def2-TZVPD" homo_ev=-13.3 e_tot_ev=-18732.6672 smiles="C=C(C)[C@@H](S)[C@H]1C[NH2+]1" homo_lumo_gap_ev=9.9 charge=+1
C 2.348 0.517 -0.738 1.07 0.13 1.63
C 1.395 -0.047 -0.027 -1.21 -0.50 -0.93
C 1.499 -0.422 1.373 -0.04 0.23 3.02
C 0.121 -0.449 -0.752 -1.64 1.96 0.21
S -0.441 -2.170 -0.512 0.25 0.18 -0.13
C -1.094 0.578 -0.243 0.33 -4.30 -1.48
C -2.512 0.262 -0.429 0.28 2.89 1.37
N -1.934 0.310 1.006 1.89 -0.46 -0.53
H 2.213 0.510 -1.768 0.17 0.61 -1.77
H 3.283 0.879 -0.269 -0.63 -0.34 -0.54
H 1.177 -1.464 1.550 -0.16 0.44 -0.17
H 2.571 -0.466 1.614 -0.39 0.39 0.39
H 0.940 0.253 2.172 1.12 -1.16 -1.67
H 0.215 -0.157 -1.842 -0.28 -0.62 1.14
H -0.086 -2.624 -1.720 -0.08 0.02 -0.01
H -0.866 1.537 -0.498 0.81 2.82 0.34
H -3.282 0.996 -0.715 0.74 0.06 0.61
H -2.804 -0.666 -0.690 -0.61 -3.26 -0.58
H -1.898 1.145 1.611 -0.74 -0.71 -0.23
H -1.637 -0.611 1.461 -0.89 1.61 -0.69